ORCA calculation (ωB97M-V/def2-TZVPD) on a cluster of 2 separate species, C4H9NO2 in total.

Calculated total energy: -9878.8989 eV
Spin multiplicity: 1
Charge: 0
Highest occupied orbital energy: -10.1 eV
Energy above the lowest of the compared OMol25 structures with the same formula, charge and spin: 26.79 kcal/mol
LUMO level: 0.03095 hartree
Structure (SMILES): C[C@@H]1CNC(=O)O1.[H][H]

XYZ file:
```
16
C4H9NO2, DFT ωB97M-V/def2-TZVPD
C 0.5246 0.8322 -1.8460
C -0.0904 0.2387 -0.6010
C 0.0477 1.0631 0.6838
N 0.0676 -0.0163 1.6456
C 0.5840 -1.1599 1.0745
O 0.9783 -2.1517 1.6277
O 0.5664 -0.9979 -0.2786
H 0.0452 1.7879 -2.0833
H 0.3849 0.1565 -2.6946
H 1.5976 0.9975 -1.7074
H -1.1513 0.0104 -0.7674
H 0.9803 1.6478 0.6895
H -0.8004 1.7376 0.8321
H 0.2501 0.1296 2.6258
H -1.7576 -2.2802 0.1485
H -2.2271 -1.9954 0.6507
```

=====

ORCA calculation (ωB97M-V/def2-TZVPD) on a structure of composition C43H67ClCsNO8Se3.

Calculated total energy: -272663.9214 eV
Spin multiplicity: 1
Charge: -2
Highest occupied orbital energy: -2.3 eV
Energy above the lowest of the compared OMol25 structures with the same formula, charge and spin: 0.00 kcal/mol
LUMO level: 0.13202 hartree

XYZ file:
```
124
C43H67ClCsNO8Se3, DFT ωB97M-V/def2-TZVPD
Cs -0.6589 0.8395 0.3858
C 0.4158 -0.8507 -8.5276
C 1.4512 0.1971 -8.0956
C 0.9582 1.5885 -8.5191
C 2.7561 -0.0887 -8.8378
C 1.6254 0.1549 -6.5784
C 0.5353 0.3897 -5.7460
C 0.6608 0.3915 -4.3701
Se -0.8420 0.9309 -3.3171
C -0.2609 2.7525 -3.0380
C 0.7113 3.3237 -3.8329
C 1.1136 4.6363 -3.6215
C 0.4742 5.3381 -2.6068
C -0.5099 4.8049 -1.7766
C -0.9148 3.4499 -1.9875
O -1.8041 2.8328 -1.2624
C -1.1823 5.7296 -0.7480
C -1.8079 5.0008 0.4470
C -0.1730 6.7265 -0.1539
C -2.2850 6.5215 -1.4697
C 2.2368 5.2904 -4.4266
C 2.7800 4.3527 -5.5064
C 3.3944 5.6559 -3.4857
C 1.7269 6.5643 -5.1138
C 1.9028 0.1357 -3.7162
O 1.9817 0.1500 -2.4264
C 3.0274 -0.0848 -4.5669
C 2.8439 -0.0675 -5.9485
C 4.4656 -0.3319 -4.0697
C 5.3774 0.7821 -4.6107
C 4.9564 -1.6867 -4.6065
C 4.6577 -0.3637 -2.5488
H 0.2638 -0.8196 -9.6115
H -0.5466 -0.6766 -8.0451
H 0.7479 -1.8537 -8.2519
H 0.8063 1.6345 -9.6024
H 1.6865 2.3528 -8.2386
H 0.0143 1.8382 -8.0328
H 2.5808 -0.0519 -9.9165
H 3.1474 -1.0784 -8.5924
H 3.5229 0.6508 -8.5970
H -0.4392 0.6186 -6.1642
H 1.1677 2.7260 -4.6091
H 0.7701 6.3688 -2.4488
H -1.0579 4.3745 0.9283
H -2.6397 4.3692 0.1571
H -2.1477 5.7492 1.1716
H 0.6529 6.1986 0.3274
H -0.6709 7.3388 0.6032
H 0.2422 7.4098 -0.8953
H -3.0270 5.8369 -1.8857
H -1.8652 7.1095 -2.2900
H -2.7922 7.2001 -0.7755
H 3.1843 3.4328 -5.0778
H 3.5833 4.8511 -6.0570
H 2.0019 4.0727 -6.2203
H 3.7721 4.7616 -2.9861
H 3.0671 6.3532 -2.7123
H 4.2157 6.1203 -4.0416
H 0.9145 6.3267 -5.8042
H 2.5320 7.0460 -5.6785
H 1.3469 7.2849 -4.3875
H 3.7178 -0.2338 -6.5667
H 5.3670 0.8291 -5.7012
H 6.4097 0.6180 -4.2859
H 5.0514 1.7524 -4.2295
H 4.9437 -1.7301 -5.6973
H 4.3215 -2.4922 -4.2318
H 5.9818 -1.8743 -4.2725
H 4.3704 0.5715 -2.0730
H 5.7208 -0.5463 -2.3492
H 4.0717 -1.1550 -2.0859
C 5.1111 -1.6410 3.3722
Se 4.4348 0.0996 2.8416
C 3.6744 -0.4346 1.1218
C 2.7695 -1.6548 1.1885
Se 1.3933 -1.4281 2.5542
C 0.1208 -2.7135 1.8452
H 5.7757 -2.0490 2.6118
H 4.2791 -2.3195 3.5502
H 5.6728 -1.5033 4.2945
H 4.5022 -0.6264 0.4388
H 3.1534 0.4622 0.7812
H 3.3450 -2.5541 1.4087
H 2.2509 -1.7959 0.2401
H -0.0498 -2.4902 0.7944
H -0.7864 -2.5981 2.4345
H 0.5082 -3.7262 1.9493
O -3.7211 0.9636 -1.4425
H -3.4780 0.4565 -2.2230
H -3.1050 1.7386 -1.4709
O 0.4546 -1.5827 -1.2374
H 1.0409 -0.9097 -1.6960
H -0.3030 -1.6381 -1.8298
O 2.4670 2.1329 -0.6518
H 1.8628 2.8869 -0.6917
H 2.2354 1.5394 -1.4059
C -6.8455 -3.5553 0.8546
C -5.4406 -3.7893 0.3819
C -5.0708 -4.9635 -0.2494
C -3.7604 -5.1591 -0.6559
Cl -3.3230 -6.6651 -1.4444
C -2.8025 -4.1909 -0.4402
C -3.1594 -3.0064 0.1907
C -4.4731 -2.7981 0.6023
O -4.9257 -1.6822 1.2050
C -3.9604 -0.6972 1.5676
C -2.9795 -1.1582 2.6624
O -3.2442 -2.1791 3.3053
O -1.9613 -0.4128 2.7600
H -7.4762 -4.4194 0.6408
H -7.2805 -2.6770 0.3738
H -6.8613 -3.3606 1.9283
H -5.8073 -5.7391 -0.4216
H -1.7784 -4.3523 -0.7504
H -2.3883 -2.2695 0.3687
H -4.5364 0.1481 1.9421
H -3.4332 -0.3621 0.6731
C 0.1085 1.1063 4.5488
C 0.4053 2.1554 3.5734
N 0.5981 2.9981 2.8151
H -0.3749 1.5613 5.4153
H 1.0281 0.6158 4.8567
H -0.5994 0.4001 4.1025
```

=====

ORCA calculation (ωB97M-V/def2-TZVPD) on a cluster of 2 separate species, C6H14N4 in total in a non-equilibrium geometry.

Calculated total energy: -12387.2409 eV
Spin multiplicity: 1
Charge: +2
Highest occupied orbital energy (alpha / beta): -15.6 / -16.2 eV
Energy above the lowest of the compared OMol25 structures with the same formula, charge and spin: 154.46 kcal/mol
LUMO level (alpha / beta): -0.31499 / -0.30937 hartree

XYZ file:
```
24
C6H14N4, DFT ωB97M-V/def2-TZVPD
C -0.4623 -0.4934 -0.8113
C 0.2631 0.5421 -1.2327
C 0.7845 -0.6871 1.6635
C -1.2036 0.2027 2.8760
C -0.2487 1.4066 -2.4463
C 1.9497 -1.5007 1.5454
N -0.1409 -0.3509 2.3606
N -1.4020 1.4777 3.1442
N 1.2976 1.0752 -0.5413
N -1.5178 -1.1750 -1.4923
H -2.1773 -0.3647 3.0861
H 0.2855 2.3295 -2.3947
H -1.2823 1.7587 -2.2282
H -0.1925 1.0045 -3.4142
H 2.4362 -1.9404 2.3948
H 2.6226 -0.9868 0.8235
H 1.2569 -2.3910 1.1770
H -0.7004 2.1619 2.9058
H -2.2039 1.7530 3.6014
H 1.8596 1.9070 -0.8386
H 1.7053 0.7680 0.3253
H -2.1879 -1.5230 -0.9042
H -1.2207 -2.0111 -1.9338
H -1.9882 -0.4718 -2.1526
```

=====

ORCA calculation (ωB97M-V/def2-TZVPD) on a structure of composition C6H10 in a non-equilibrium geometry.

Calculated total energy: -6378.7389 eV
Spin multiplicity: 1
Charge: 0
Highest occupied orbital energy (alpha / beta): -7.3 / -7.0 eV
Energy above the lowest of the compared OMol25 structures with the same formula, charge and spin: 118.08 kcal/mol
LUMO level (alpha / beta): 0.02826 / 0.02801 hartree

XYZ file:
```
16
C6H10, DFT ωB97M-V/def2-TZVPD
C 1.9682 -0.3706 0.0584
C 1.0368 0.7928 0.2335
C -0.2741 0.8297 -0.2463
C -1.3611 0.5660 0.7857
C -1.1126 -0.8702 0.2508
C -0.7842 -0.2735 -1.1401
H 2.9534 -0.2730 0.5026
H 1.9199 -0.9621 -0.8509
H 1.7410 1.1743 -0.5907
H 1.2191 1.3485 1.1527
H -2.3574 0.9450 0.5259
H -1.1257 0.7777 1.8334
H -1.8826 -1.6394 0.3528
H -0.1616 -1.2557 0.6582
H -1.6923 0.0091 -1.6888
H -0.0905 -0.8003 -1.8003
```